(1)
# C21H20BrCl2FeN5S2

A structure of composition C21H20BrCl2FeN5S2 (ωB97M-V with the def2-TZVPD basis set, the OMol25 dataset).

The total energy is -6640.350079 Ha. Its multiplicity is 6. Its relative energy (zero: lowest compared OMol25 entry of this formula, charge and spin) is 0.0 kJ/mol. Its total charge is +1. Its expectation value of S² is 8.7685.

Structure (XYZ):
```
52
Properties=species:S:1:pos:R:3:forces:R:3:mulliken_charge:R:1
Fe -0.377 -0.207 0.398 -0.064 0.536 -0.634 -0.09
C 4.811 2.739 0.616 0.024 0.002 0.017 -1.07
C 3.650 2.944 -0.345 -0.035 -0.023 -0.005 -0.59
N 3.244 1.711 -1.009 -0.032 -0.076 0.017 -0.16
C 2.342 0.825 -0.575 0.118 0.080 -0.038 0.38
S 1.442 1.178 0.887 0.026 0.138 0.046 -0.23
N 2.218 -0.289 -1.274 -0.210 -0.044 0.216 -1.14
N 1.205 -1.055 -0.800 0.348 -0.202 -0.076 1.08
C 1.130 -2.285 -1.163 -0.188 -0.050 0.073 0.33
C 2.115 -2.951 -2.060 0.027 0.002 -0.009 -1.61
C -0.045 -2.996 -0.604 0.092 0.151 -0.053 0.62
C -0.212 -4.368 -0.668 -0.022 0.000 -0.039 -0.96
C -1.341 -4.934 -0.093 -0.001 -0.007 -0.001 -0.43
C -2.278 -4.118 0.518 -0.021 -0.006 -0.016 -0.86
C -2.046 -2.755 0.548 0.069 -0.030 -0.132 -0.07
N -0.956 -2.208 0.002 -0.090 -0.277 0.250 0.59
H 5.133 3.694 1.029 -0.017 -0.001 0.003 0.38
H 5.663 2.286 0.108 0.000 0.011 -0.006 0.33
H 4.519 2.090 1.442 -0.004 -0.008 -0.011 0.28
H 3.906 3.659 -1.127 0.040 -0.018 -0.001 0.38
H 2.782 3.343 0.177 -0.002 0.022 0.002 0.35
H 3.799 1.384 -1.787 -0.010 0.036 -0.023 0.27
H 2.503 -2.225 -2.772 -0.004 -0.002 0.002 0.38
H 1.669 -3.787 -2.594 0.010 0.009 -0.009 0.48
H 2.966 -3.320 -1.483 -0.006 -0.006 0.006 0.31
H 0.534 -4.984 -1.149 -0.011 -0.011 0.014 0.40
H -1.485 -6.006 -0.124 -0.004 0.002 -0.003 0.45
H -3.176 -4.521 0.965 0.006 -0.007 0.004 0.45
H -2.746 -2.065 1.002 0.010 0.003 0.030 0.43
Cl -0.473 -0.602 2.904 -0.033 -0.140 0.324 -0.09
C -1.850 0.356 3.443 0.180 -0.148 -0.088 0.99
C -2.020 0.483 4.807 -0.098 0.065 -0.025 -0.98
C -3.092 1.234 5.257 0.003 -0.006 -0.006 -0.31
C -3.952 1.831 4.348 0.021 -0.009 0.035 -0.76
C -3.742 1.683 2.987 -0.071 0.036 -0.057 0.31
Cl -4.843 2.455 1.900 0.027 -0.021 0.015 -0.20
C -2.671 0.934 2.480 0.000 -0.020 -0.003 -0.10
S -2.415 0.770 0.751 -0.098 0.137 0.245 -0.11
H -1.333 0.010 5.494 0.004 -0.006 -0.007 0.46
H -3.258 1.356 6.318 -0.003 0.002 -0.002 0.40
H -4.791 2.422 4.687 0.000 -0.001 -0.003 0.43
Br 0.022 4.495 -3.037 -0.001 0.044 0.001 -0.14
C -0.366 2.660 -2.957 -0.034 0.006 0.020 -0.47
C -0.480 1.902 -4.109 -0.002 -0.002 -0.027 -0.05
C -0.761 0.551 -3.981 -0.013 -0.006 0.006 -0.97
C -0.876 0.011 -2.716 -0.093 0.022 0.037 -0.38
N -0.752 0.747 -1.607 0.109 -0.128 -0.115 0.57
C -0.528 2.057 -1.722 -0.023 -0.044 0.011 -0.19
H -0.358 2.360 -5.081 -0.003 -0.001 0.002 0.47
H -0.879 -0.078 -4.851 0.003 0.004 -0.001 0.45
H -1.083 -1.042 -2.576 0.032 -0.010 0.008 0.48
H -0.467 2.626 -0.804 0.044 0.002 0.004 0.53
```
Positions in Å, forces in eV/Å.

***

(2)
# C21H20Cl3O6RuS3Si

A structure of composition C21H20Cl3O6RuS3Si (ωB97M-V with the def2-TZVPD basis set, the OMol25 dataset).

The total energy is -4223.509513 Ha. Its multiplicity is 2. Its relative energy (zero: lowest compared OMol25 entry of this formula, charge and spin) is 162.8 kJ/mol. Its total charge is -2. Its expectation value of S² is 0.7600.

Structure (XYZ):
```
55
Properties=species:S:1:pos:R:3:forces:R:3:mulliken_charge:R:1
Ru 1.539 0.527 0.157 -0.758 0.463 0.342 0.99
O -0.670 3.127 4.487 -0.005 0.011 0.031 -0.70
C -0.452 2.536 3.455 -0.282 -0.022 -0.065 -0.04
O 0.621 1.793 3.282 0.254 -0.021 0.110 -0.36
C -1.398 2.643 2.273 0.055 0.039 0.068 0.14
C -0.693 3.369 1.096 -0.064 0.031 0.133 -0.19
C -1.751 4.074 0.244 0.022 0.051 0.034 -0.98
C -2.471 2.858 -0.386 -0.021 -0.049 0.025 -1.13
C -1.596 1.693 0.102 -0.094 -0.175 0.079 -0.03
O -0.307 2.300 0.242 0.043 -0.040 -0.490 0.01
C -1.875 1.336 1.563 0.011 -0.079 -0.012 0.57
C -1.103 0.060 1.986 -0.242 0.225 0.219 -0.59
O -1.462 -0.498 3.016 -0.001 -0.021 -0.063 -0.77
O -0.185 -0.340 1.188 0.570 -0.115 -0.260 -0.19
H -2.243 3.227 2.636 0.010 -0.020 -0.046 0.52
H 0.179 3.962 1.368 0.001 -0.022 -0.024 0.58
H -1.260 4.677 -0.520 0.001 0.017 0.000 0.35
H -2.405 4.716 0.835 -0.001 -0.001 0.012 0.37
H -2.464 2.914 -1.474 -0.016 -0.025 0.000 0.41
H -3.503 2.748 -0.049 0.002 0.000 -0.011 0.37
H -1.525 0.836 -0.563 0.017 0.091 -0.010 0.29
H -2.931 1.151 1.763 0.038 -0.016 0.030 0.47
S 2.058 2.108 -1.406 0.574 0.151 0.457 -0.46
C 2.679 1.185 -2.760 -0.275 -0.317 -0.167 0.52
C 3.610 1.732 -3.636 -0.035 -0.017 0.039 -0.63
C 4.053 1.012 -4.737 0.047 0.034 -0.080 -0.46
C 3.571 -0.271 -4.957 0.050 -0.039 -0.067 -0.49
C 2.642 -0.826 -4.090 -0.043 0.023 0.017 -0.64
C 2.170 -0.113 -2.988 0.162 0.256 0.027 -0.03
S 0.964 -0.748 -1.899 -0.045 -0.078 0.038 -0.13
H 3.993 2.726 -3.438 0.007 0.012 0.021 0.38
H 4.783 1.447 -5.412 0.015 -0.010 0.010 0.30
H 3.935 -0.851 -5.798 -0.010 0.001 -0.021 0.31
H 2.276 -1.833 -4.253 -0.027 -0.002 -0.009 0.38
C -2.016 -3.283 -1.969 0.122 0.056 0.150 -1.15
S -1.899 -1.978 -0.713 0.321 -0.076 -0.118 0.77
O -3.304 -1.667 -0.341 -0.551 0.048 0.112 -0.76
C -1.234 -3.011 0.596 -0.046 -0.138 -0.125 0.20
C -2.094 -3.484 1.570 0.008 0.052 -0.045 -0.28
C -1.580 -4.253 2.603 0.003 -0.041 0.051 -0.55
C -0.222 -4.528 2.656 -0.027 0.015 0.005 -0.38
C 0.632 -4.026 1.681 0.011 -0.004 -0.048 -0.67
C 0.130 -3.256 0.645 0.045 -0.039 0.003 -0.22
H -2.580 -4.121 -1.562 -0.032 -0.006 0.022 0.36
H -1.008 -3.581 -2.255 0.038 0.002 0.022 0.31
H -2.528 -2.846 -2.824 -0.010 0.053 -0.014 0.41
H -3.138 -3.203 1.525 -0.008 -0.014 -0.005 0.42
H -2.239 -4.615 3.384 0.009 0.014 0.009 0.33
H 0.181 -5.104 3.480 0.004 -0.015 0.007 0.35
H 1.697 -4.207 1.743 0.017 0.023 0.011 0.41
H 0.791 -2.812 -0.093 0.000 -0.017 0.017 0.27
Cl 3.661 -0.308 0.102 0.054 -0.275 0.085 -0.55
Si 1.963 1.469 2.300 0.107 0.075 -0.576 0.42
Cl 2.972 0.218 3.658 0.083 0.002 0.041 -0.39
Cl 3.039 3.317 2.485 -0.106 -0.049 0.030 -0.43
```
Positions in Å, forces in eV/Å.

***

(3)
# C21H20ClF3N4

The molecule C21H20ClF3N4 (ωB97M-V with the def2-TZVPD basis set, the OMol25 dataset).

The total energy is -1791.031328 Ha. Its SMILES is CCc1nc2c(-c3ccc(C(F)(F)F)cc3Cl)ncnc2n1C(C1CC1)C1CC1. Its relative energy (zero: lowest compared OMol25 entry of this formula, charge and spin) is 0.0 kJ/mol. Its total charge is 0.

Structure (XYZ):
```
49
Properties=species:S:1:pos:R:3:forces:R:3:mulliken_charge:R:1
C -2.076 -2.591 -2.261 0.258 0.107 -0.386 -1.08
C -0.888 -1.606 -2.415 -1.011 0.216 0.333 -0.84
C -0.610 -0.838 -1.142 0.650 0.287 0.974 0.75
N 0.327 -1.225 -0.324 0.905 0.236 0.438 -0.73
C 0.415 -0.240 0.675 0.554 -1.269 0.188 0.46
C 1.361 0.024 1.680 -1.174 0.628 0.035 -0.24
C 2.564 -0.819 1.829 0.388 0.193 0.632 0.63
C 2.824 -1.533 3.001 -0.223 -0.314 0.539 -0.46
C 4.009 -2.240 3.179 0.470 -0.688 0.545 -0.87
C 4.966 -2.314 2.154 -0.386 0.734 -0.164 0.19
C 6.288 -3.081 2.295 -0.796 0.738 0.372 0.81
F 6.936 -3.229 1.135 -0.098 0.053 0.115 -0.27
F 6.056 -4.315 2.790 0.385 0.421 0.120 -0.25
F 7.127 -2.402 3.138 -0.474 -0.796 -0.397 -0.25
C 4.711 -1.567 1.010 0.507 0.089 -1.294 -0.43
C 3.544 -0.809 0.853 0.096 -0.309 -0.253 0.38
Cl 3.258 0.150 -0.600 0.638 -0.455 0.471 -0.21
N 1.221 1.125 2.476 0.231 -0.834 -0.610 -0.57
C 0.184 1.934 2.249 -0.566 -1.134 -1.329 -0.37
N -0.749 1.730 1.289 -0.093 1.548 0.746 -0.35
C -0.599 0.678 0.520 0.259 0.164 -0.938 0.29
N -1.219 0.338 -0.685 -0.706 -0.302 0.105 0.61
C -2.311 1.066 -1.341 -0.055 1.018 -0.009 -0.22
C -1.727 2.151 -2.234 0.812 1.459 -0.635 -0.33
C -2.416 3.521 -2.422 0.847 -0.762 0.397 -0.69
C -1.153 3.413 -1.561 0.078 0.289 -1.029 -0.48
C -3.334 1.582 -0.342 -0.316 0.015 0.625 -0.76
C -4.832 1.550 -0.632 0.624 0.834 0.919 -0.52
C -4.204 0.566 0.369 -0.476 1.571 0.466 -0.55
H -2.270 -3.075 -3.232 0.028 0.146 0.374 0.37
H -2.991 -2.081 -1.948 0.085 -0.079 0.031 0.26
H -1.821 -3.368 -1.537 -0.113 0.095 0.011 0.33
H -0.006 -2.200 -2.689 -0.098 0.562 0.200 0.35
H -1.136 -0.888 -3.207 0.237 -0.175 -0.005 0.25
H 2.056 -1.568 3.797 0.604 0.202 -0.550 0.38
H 4.215 -2.760 4.136 -0.316 0.330 -0.728 0.32
H 5.419 -1.580 0.165 -0.353 0.035 0.610 0.43
H 0.108 2.863 2.821 -0.047 -0.473 -0.036 0.44
H -2.839 0.369 -1.968 -0.165 -0.564 -0.305 0.54
H -1.133 1.809 -3.130 -0.775 0.165 1.117 0.37
H -3.387 3.711 -1.992 0.015 -0.183 0.397 0.18
H -2.319 4.009 -3.382 0.199 -0.145 -0.084 0.29
H -0.234 3.896 -1.988 -0.961 -0.757 0.377 0.29
H -1.200 3.503 -0.477 -0.235 -0.118 -0.309 0.17
H -3.039 2.430 0.313 -0.004 -0.804 -0.694 0.49
H -5.180 1.194 -1.584 0.041 -0.360 -0.211 0.23
H -5.386 2.458 -0.302 0.410 -1.008 -0.028 0.25
H -4.340 0.714 1.460 -0.085 -0.101 -0.930 0.22
H -4.191 -0.456 0.063 0.205 -0.506 -0.216 0.18
```
Positions in Å, forces in eV/Å.